No. 1
ORCA calculation (the ωB97M-V functional and the def2-TZVPD basis) on a 2-piece molecular cluster, C4H11NO3 overall at a distorted geometry.

Output
- HOMO-LUMO gap: 10.11 eV
- Net charge: 0
- Highest occupied orbital energy: -9.66 eV
- ΔE to the lowest compared entry with this formula, charge and spin: 52.1 kcal/mol
- SMILES string: C[C@H](O)[C@@H](N)C=O.O
- E_tot: -11957.8516 eV

Last column: Löwdin charge in e.
Element x y z (Å)
O  -2.094  -0.669  -1.408  0.04
C  -1.600  -0.008  -0.520  -0.19
C  -0.264  -0.325  0.137  -0.32
C  0.547  0.983  0.281  -0.39
C  1.939  0.796  0.869  -0.03
O  -0.128  2.031  0.981  -0.03
N  -0.692  -0.979  1.376  0.07
H  -2.156  0.883  -0.164  0.14
H  0.362  -0.997  -0.452  0.14
H  0.534  1.335  -0.764  0.15
H  2.156  -0.269  0.994  0.08
H  2.035  1.311  1.840  0.09
H  2.720  1.314  0.323  0.08
H  -0.313  1.712  1.858  0.07
H  -0.443  -1.950  1.456  0.08
H  -0.456  -0.535  2.259  0.08
H  -0.556  -1.721  -2.349  0.00
H  -1.204  -1.213  -3.410  0.01
O  -0.388  -1.698  -3.306  -0.07

Atoms 1-3, force components in eV/Å:
O 0.2 0.1 0.4
C -0.3 -0.1 -1.0
C -0.3 0.5 1.0

---

No. 2
ORCA calculation (the ωB97M-V functional and the def2-TZVPD basis) on one molecule with the formula C4H8O at a distorted geometry.

Output
- HOMO-LUMO gap: 9.38 eV
- Net charge: 0
- Highest occupied orbital energy: -8.41 eV
- ΔE to the lowest compared entry with this formula, charge and spin: 37.7 kcal/mol
- SMILES string: C=C(C)OC
- E_tot: -6323.5346 eV

Last column: Löwdin charge in e.
Element x y z (Å)
C  0.786  1.630  -0.351  -0.13
C  -0.415  -0.318  0.417  -0.46
C  0.071  -1.080  -0.740  -0.07
C  -1.131  -0.856  1.427  0.05
H  0.576  1.311  -1.462  0.11
H  0.609  2.777  -0.215  0.12
H  1.889  1.378  -0.035  0.12
H  1.147  -0.761  -0.929  0.09
H  -0.473  -0.829  -1.698  0.10
H  0.104  -2.198  -0.512  0.11
H  -1.565  -1.841  1.327  0.05
H  -1.496  -0.220  2.246  0.07
O  -0.101  1.008  0.525  -0.14

Atoms 1-3, force components in eV/Å:
C 1.3 0.9 -1.1
C -0.8 -0.3 1.7
C 1.6 -0.8 -1.4

---

No. 3
ORCA calculation (the ωB97M-V functional and the def2-TZVPD basis) on a 7-piece molecular cluster, C27H36BIO22 overall.

Output
- HOMO-LUMO gap: 8.62 eV
- Net charge: 0
- Highest occupied orbital energy: -9.30 eV
- SMILES string: CCB(O)C1=C(C[C@H](C)I)C(=O)OC1=O.O=C1OCCO1.O=C1OCCO1.O=C1OCCO1.O=C1OCCO1.O=C1OCCO1.O=C1OCCO1
- E_tot: -82407.6127 eV

Last column: Löwdin charge in e.
Element x y z (Å)
C  3.701  -0.893  2.775  -0.10
C  4.181  -0.171  1.499  -0.13
B  3.014  0.625  0.820  -0.45
O  2.283  0.119  -0.215  0.17
C  2.593  2.062  1.300  0.06
C  1.401  2.557  1.637  -0.11
C  0.047  1.939  1.654  -0.20
C  -0.045  0.595  2.361  -0.75
C  -1.450  0.020  2.258  -0.16
I  0.516  0.841  4.420  0.90
C  1.579  3.996  2.014  -0.38
O  0.780  4.773  2.416  0.19
O  2.905  4.329  1.814  0.16
C  3.572  3.172  1.458  -0.38
O  4.755  3.155  1.321  0.17
H  4.471  -1.566  3.149  0.07
H  3.472  -0.174  3.560  0.04
H  2.804  -1.492  2.598  0.07
H  4.636  -0.881  0.801  0.10
H  4.958  0.542  1.783  0.09
H  2.520  -0.798  -0.389  0.11
H  -0.641  2.633  2.139  0.12
H  -0.303  1.816  0.623  0.15
H  0.662  -0.114  1.936  0.06
H  -2.188  0.819  2.331  0.08
H  -1.581  -0.444  1.280  0.07
H  -1.655  -0.708  3.037  0.06
C  -3.456  -3.094  -1.125  -0.09
C  -4.528  -2.587  -2.070  -0.10
O  -5.005  -1.418  -1.393  0.05
C  -4.035  -0.977  -0.562  -0.57
O  -4.063  0.062  0.016  0.16
O  -3.030  -1.879  -0.484  0.05
H  -2.619  -3.573  -1.621  0.11
H  -3.855  -3.767  -0.366  0.14
H  -4.122  -2.287  -3.037  0.13
H  -5.347  -3.285  -2.219  0.12
C  9.030  3.144  2.411  -0.11
C  8.097  2.227  1.647  -0.10
O  8.432  0.940  2.197  0.06
C  8.972  1.120  3.419  -0.58
O  9.203  0.250  4.197  0.15
O  9.220  2.432  3.641  0.06
H  8.609  4.125  2.616  0.13
H  9.998  3.259  1.919  0.12
H  7.048  2.436  1.859  0.11
H  8.267  2.241  0.578  0.10
C  -8.946  -0.958  -1.827  -0.10
C  -8.616  -1.688  -3.116  -0.10
O  -7.869  -2.813  -2.638  0.04
C  -8.198  -3.036  -1.344  -0.58
O  -7.855  -3.988  -0.720  0.16
O  -8.958  -2.027  -0.869  0.06
H  -9.909  -0.457  -1.842  0.12
H  -8.169  -0.247  -1.544  0.14
H  -9.506  -2.055  -3.630  0.13
H  -8.012  -1.105  -3.805  0.13
C  12.156  4.283  -1.331  -0.11
C  11.743  4.214  -2.792  -0.11
O  10.479  3.544  -2.715  0.07
C  9.968  3.729  -1.480  -0.56
O  8.864  3.439  -1.149  0.16
O  10.889  4.290  -0.663  0.05
H  12.712  5.178  -1.069  0.13
H  12.711  3.399  -1.014  0.13
H  11.586  5.203  -3.226  0.13
H  12.422  3.643  -3.417  0.13
C  -12.989  1.021  1.010  -0.11
C  -13.516  -0.198  0.274  -0.11
O  -13.303  0.163  -1.096  0.06
C  -12.319  1.089  -1.148  -0.58
O  -11.789  1.458  -2.146  0.16
O  -12.011  1.523  0.094  0.06
H  -12.516  0.793  1.961  0.13
H  -13.755  1.784  1.154  0.13
H  -12.938  -1.097  0.491  0.13
H  -14.572  -0.394  0.440  0.13
C  1.631  -5.320  -1.705  -0.11
C  1.265  -5.377  -3.178  -0.11
O  -0.025  -5.995  -3.142  0.06
C  -0.570  -5.788  -1.921  -0.58
O  -1.694  -6.040  -1.629  0.16
O  0.346  -5.256  -1.079  0.06
H  2.217  -4.448  -1.429  0.13
H  2.140  -6.224  -1.367  0.13
H  1.165  -4.385  -3.620  0.13
H  1.941  -5.979  -3.779  0.13

Atoms 1-3, force components in eV/Å:
C 0.1 0.0 -0.1
C -0.1 0.2 0.1
B 0.2 0.0 -0.1